ORCA calculation (ωB97M-V with the def2-TZVPD basis set) on the molecule C5H5ClO2.

As for the net charge: 0. As for the energy above the lowest of the compared OMol25 structures with the same formula, charge and spin: 97.7 kJ/mol. For the electronic energy, the calculation gives -21882.036 eV.

Each line ends with the Löwdin charge.
Geometry (Å):
C  -0.732  -1.020  -1.643  0.184
C  -0.083  -0.370  -0.661  -0.195
C  1.089  0.429  -0.938  -0.265
O  1.575  0.425  -2.037  0.068
C  -0.579  -0.413  0.758  -0.439
O  -1.523  -1.071  1.098  0.110
C  0.096  0.512  1.768  -0.463
Cl  -0.313  2.228  1.372  0.596
H  -1.546  -1.686  -1.381  0.095
H  -0.433  -0.820  -2.628  0.072
H  1.592  1.035  -0.176  0.098
H  -0.326  0.319  2.715  0.062
H  1.183  0.432  1.754  0.077



ORCA calculation (ωB97M-V with the def2-TZVPD basis set) on the molecule C5H5F3N2O.

As for the net charge: 0. As for the energy above the lowest of the compared OMol25 structures with the same formula, charge and spin: 167.7 kJ/mol. For the electronic energy, the calculation gives -18444.127 eV.

Each line ends with the Löwdin charge.
Geometry (Å):
C  0.095  -0.767  -0.546  -0.007
C  0.173  0.298  0.542  -0.235
C  1.027  -0.004  1.611  0.034
C  2.126  -0.925  1.370  -0.528
F  2.781  -0.735  0.178  0.083
F  3.059  -0.791  2.392  0.077
F  1.837  -2.324  1.336  0.048
N  -0.855  1.196  0.480  0.042
N  -0.949  2.156  1.471  0.134
C  -1.625  3.038  1.924  -0.298
O  -2.188  3.766  2.621  0.177
H  1.016  -0.949  -0.945  0.045
H  -0.631  -0.601  -1.347  0.093
H  -0.231  -1.672  -0.117  0.082
H  1.310  0.691  2.392  0.111
H  -1.156  1.463  -0.425  0.142



ORCA calculation (ωB97M-V with the def2-TZVPD basis set) on the molecule C5H5F6OP.

As for the net charge: 0. As for the energy above the lowest of the compared OMol25 structures with the same formula, charge and spin: 33.3 kJ/mol. For the electronic energy, the calculation gives -32905.884 eV.

Each line ends with the Löwdin charge.
Geometry (Å):
C  0.118  -0.048  -2.063  0.007
C  -0.412  -0.065  -0.632  -0.362
F  -1.145  -1.247  -0.474  -0.052
C  -1.343  1.042  -0.089  -0.517
F  -1.350  2.117  -0.903  0.137
F  -2.624  0.605  -0.119  0.153
O  -0.942  1.544  1.105  0.195
C  0.008  0.741  1.709  -0.538
F  -0.551  -0.148  2.561  0.076
F  0.858  1.474  2.364  0.205
C  0.668  -0.219  0.483  -0.435
F  1.942  0.126  -0.008  -0.024
P  0.668  -1.972  1.191  0.979
H  0.462  1.003  -2.352  0.110
H  -0.641  -0.381  -2.893  0.129
H  1.014  -0.732  -2.270  0.109
H  1.459  -1.474  2.080  -0.140
H  1.811  -2.366  0.309  -0.033



Number 3 is which compound? C5H5F6OP



Which of these has the highest electronic energy? C5H5F3N2O



Copy entry 2 word for word.
ORCA calculation (ωB97M-V with the def2-TZVPD basis set) on the molecule C5H5F3N2O.

As for the net charge: 0. As for the energy above the lowest of the compared OMol25 structures with the same formula, charge and spin: 167.7 kJ/mol. For the electronic energy, the calculation gives -18444.127 eV.

Each line ends with the Löwdin charge.
Geometry (Å):
C  0.095  -0.767  -0.546  -0.007
C  0.173  0.298  0.542  -0.235
C  1.027  -0.004  1.611  0.034
C  2.126  -0.925  1.370  -0.528
F  2.781  -0.735  0.178  0.083
F  3.059  -0.791  2.392  0.077
F  1.837  -2.324  1.336  0.048
N  -0.855  1.196  0.480  0.042
N  -0.949  2.156  1.471  0.134
C  -1.625  3.038  1.924  -0.298
O  -2.188  3.766  2.621  0.177
H  1.016  -0.949  -0.945  0.045
H  -0.631  -0.601  -1.347  0.093
H  -0.231  -1.672  -0.117  0.082
H  1.310  0.691  2.392  0.111
H  -1.156  1.463  -0.425  0.142